Entry from the Open Molecules 2025 dataset: a structure of composition C20H25Br2N6OSY (ωB97M-V/def2-TZVPD).

Cartesian coordinates (Å):
Y 0.0168 0.7500 0.5909
Br 2.7370 -3.6140 0.7544
Br -1.7513 -5.8120 3.3776
S -0.6980 -0.4493 -1.6547
O 1.0801 -1.0065 1.0997
N -1.3111 -0.6722 2.0986
N 2.9973 -1.3184 -1.8844
N 2.3472 1.4872 1.4266
N 0.9159 2.4964 -1.0740
N -2.1322 1.3652 -0.3573
N -3.1714 0.3492 -2.2334
C -5.4066 0.8837 -2.9684
C 3.5253 1.6304 0.5197
C 0.4947 -2.1005 1.5597
C -3.2538 -1.4875 3.2400
C -3.2466 2.0906 -0.1446
C -2.5033 -0.4735 2.6356
C 2.3121 2.4648 -1.5955
C 3.3140 2.7648 -0.4815
C -2.1493 0.5114 -1.4104
C 2.7560 0.0224 -1.2346
C 3.8246 0.3095 -0.1966
C -1.4920 -3.0295 2.7002
C -4.2724 1.0703 -2.0224
C -0.8733 -4.3139 2.6533
C 0.3516 -4.4699 2.0752
C -0.7999 -1.9415 2.1395
C 2.6136 1.1208 -2.2680
C 1.0285 -3.3590 1.5304
C -2.7548 -2.7628 3.2668
C -4.3459 1.9761 -0.9516
H -3.3161 -3.5707 3.7163
H -3.2329 2.7723 0.6978
H 3.9130 -1.3824 -2.3348
H 2.2794 -1.5058 -2.5902
H 2.4170 3.2382 -2.3594
H -6.3616 1.1107 -2.4992
H 0.8168 -5.4449 2.0331
H 1.8258 0.8781 -2.9858
H 2.9311 -2.0610 -1.1629
H 3.5498 1.2309 -2.8235
H 2.3523 2.2888 2.0541
H 2.5008 0.6720 2.0204
H 3.8751 -0.5081 0.5272
H -5.4066 -0.1321 -3.3561
H 0.2742 2.3159 -1.8458
H 3.0301 3.6818 0.0423
H 4.8052 0.3980 -0.6731
H -4.2167 -1.2517 3.6686
H 0.7251 3.4526 -0.7802
H -2.9021 0.5338 2.5875
H 1.8243 -0.1749 -0.7163
H 4.2783 2.9806 -0.9472
H -5.2774 1.5621 -3.8153
H 4.4001 1.8759 1.1254
H -5.2378 2.5579 -0.7738

Force components x, y, z for each atom (eV/Å):
-0.15 0.09 -0.05
0.05 -0.03 -0.01
0.02 0.00 0.00
-0.06 0.05 0.07
0.50 -0.19 -0.02
-0.21 0.04 0.07
-0.01 0.00 0.04
-0.15 -0.06 0.00
-0.09 -0.11 0.08
0.07 0.02 0.03
-0.04 0.03 -0.03
-0.01 -0.01 -0.03
0.03 0.04 -0.02
-0.15 0.11 0.06
0.00 -0.01 0.00
-0.03 -0.04 -0.06
0.02 0.00 -0.03
0.02 0.01 -0.01
0.02 0.00 -0.01
0.07 0.01 -0.02
0.06 -0.07 0.06
-0.03 0.02 0.03
0.05 -0.04 -0.01
0.01 0.00 0.10
-0.02 0.07 -0.02
0.04 -0.05 -0.01
0.13 -0.09 -0.04
0.00 0.04 0.01
-0.12 0.07 0.04
-0.01 0.03 0.00
0.02 -0.01 -0.03
-0.01 0.01 0.01
-0.01 0.01 0.00
0.00 0.03 0.00
0.00 -0.03 0.00
0.01 -0.01 0.01
0.00 0.01 0.00
-0.02 -0.01 0.01
-0.01 -0.01 0.00
-0.02 0.00 -0.02
0.00 -0.01 -0.01
0.00 0.01 -0.01
0.04 0.03 0.02
0.00 0.00 0.00
0.00 0.01 0.00
0.03 0.04 -0.03
-0.02 -0.01 0.01
0.00 0.01 -0.01
-0.01 -0.01 0.00
-0.01 0.00 -0.01
0.01 0.00 0.00
0.01 0.02 -0.17
0.00 0.00 0.00
0.00 0.00 -0.01
0.00 -0.02 -0.01
0.01 0.02 0.02

- Spin multiplicity: 1
- Frontier orbital gap: 0.272 Eh
- Maximum force: 0.010 Eh/bohr
- Net charge: +2
- Highest occupied orbital energy: -0.4811 Ha